--- a ---
Entry from the Open Molecules 2025 dataset: a 2-piece molecular cluster, C4H10NO2 overall (ωB97M-V with the def2-TZVPD basis set).

XYZ file:
```
17
C4H10NO2 | the Open Molecules 2025 dataset | ωB97M-V with the def2-TZVPD basis set
C -0.0227 2.4370 -1.4569
C 2.1404 -2.0982 1.0004
C 0.0239 -1.2102 0.7960
C -2.1070 1.6408 -0.9825
N -0.6857 1.5688 -0.8307
O 1.2795 -1.0557 0.5797
O -0.5237 -2.0538 1.4903
H -0.5087 3.2560 -1.9324
H 1.0475 2.4294 -1.2467
H 2.3376 -2.0287 2.0780
H 3.0692 -2.0071 0.3260
H -0.4719 -0.3186 0.3762
H -2.3111 0.5464 -1.2646
H -2.6522 2.1150 -0.0901
H -2.2977 2.4255 -1.8629
H 1.6317 -3.1418 0.9094
H 0.0510 -2.5046 2.1108
```

Summary:
molecular weight: 104.13 g mol⁻¹
net charge: +1
multiplicity: 1

These are the natural (NBO) partial charges, in e, on atoms 1 to 8: number 1, C, carries -0.027; number 2, C, carries -0.329; number 3, C, carries 0.719; number 4, C, carries -0.461; number 5, N, carries -0.462; number 6, O, carries -0.371; number 7, O, carries -0.540; number 8, H, carries 0.166

***

--- b ---
Entry from the Open Molecules 2025 dataset: an isolated ion of composition C4H10NO2 and charge +1 (ωB97M-V with the def2-TZVPD basis set).

XYZ file:
```
17
C4H10NO2 | the Open Molecules 2025 dataset | ωB97M-V with the def2-TZVPD basis set
C -0.1846 -1.1708 0.1033
C -1.7541 -1.0707 0.2449
C -0.6445 1.1932 -0.4049
C 1.6434 0.4454 -0.1894
N 0.2397 0.2329 0.2586
O -2.2112 0.0889 -0.3518
O -0.8810 2.2323 0.3936
H 0.1640 -1.7806 0.7928
H 0.0477 -1.4135 -0.9678
H -2.1033 -2.0395 -0.0873
H -2.1045 -0.8778 1.3477
H -0.4215 1.1486 -1.5322
H 2.1964 -0.2267 0.4112
H 1.8237 0.4355 -1.2989
H 2.1124 1.3393 0.0178
H 0.0011 0.6270 1.1405
H -1.5337 2.8480 0.0950
```

Summary:
molecular weight: 104.13 g mol⁻¹
net charge: +1
multiplicity: 1

These are the natural (NBO) partial charges, in e, on atoms 1 to 8: number 1, C, carries -0.221; number 2, C, carries -0.086; number 3, C, carries 0.524; number 4, C, carries -0.443; number 5, N, carries -0.392; number 6, O, carries -0.575; number 7, O, carries -0.655; number 8, H, carries 0.234

***

--- c ---
Entry from the Open Molecules 2025 dataset: a 2-piece molecular cluster, C4H10NO2 overall (ωB97M-V with the def2-TZVPD basis set).

XYZ file:
```
17
C4H10NO2 | the Open Molecules 2025 dataset | ωB97M-V with the def2-TZVPD basis set
C -0.6280 0.0810 2.0206
C 0.1726 -0.1770 -1.0688
C -0.3341 1.1849 -0.8011
C 1.5804 -0.3051 -0.5438
N -0.4095 -1.0768 -1.8031
O -0.2829 -0.7987 1.2369
O -1.2305 0.0314 3.1773
H -0.4001 1.1639 1.8442
H 0.1801 1.7744 -0.0820
H -1.3566 1.1060 -0.4548
H -0.2352 1.7520 -1.6708
H 1.6667 -0.1187 0.5465
H 2.2584 0.4035 -1.0208
H 2.0991 -1.2869 -0.8025
H -0.2861 -2.1427 -1.8096
H -1.2102 -0.7753 -2.3007
H -1.5840 -0.8159 3.5325
```

Summary:
molecular weight: 104.13 g mol⁻¹
net charge: +1
multiplicity: 1

These are the natural (NBO) partial charges, in e, on atoms 1 to 8: number 1, C, carries 0.677; number 2, C, carries 0.578; number 3, C, carries -0.711; number 4, C, carries -0.708; number 5, N, carries -0.667; number 6, O, carries -0.628; number 7, O, carries -0.644; number 8, H, carries 0.115

***

--- d ---
Entry from the Open Molecules 2025 dataset: an isolated ion of composition C4H10NO2 and charge +1 (ωB97M-V with the def2-TZVPD basis set).

XYZ file:
```
17
C4H10NO2 | the Open Molecules 2025 dataset | ωB97M-V with the def2-TZVPD basis set
O -0.0581 -1.6144 0.9171
C -0.0391 -1.2400 -0.3770
C 0.0043 0.2980 -0.4820
N -0.7636 0.8886 0.6629
C -0.6961 2.3695 0.7558
C 1.4631 0.7108 -0.4584
O -0.0050 -1.9498 -1.3250
H -0.0383 -2.5880 1.0008
H -0.4890 0.5342 -1.4181
H -0.4904 0.4148 1.5287
H -1.7392 0.6333 0.4844
H -1.3522 2.7202 1.5540
H -1.0002 2.8002 -0.1869
H 0.3069 2.6873 1.0190
H 1.6514 1.6779 -0.9218
H 1.8501 0.8507 0.5566
H 2.1404 -0.0200 -0.8889
```

Summary:
molecular weight: 104.13 g mol⁻¹
SMILES: C[NH2+][C@@H](C)C(=O)O
net charge: +1
multiplicity: 1

These are the natural (NBO) partial charges, in e, on atoms 1 to 8: number 1, O, carries -0.716; number 2, C, carries 0.772; number 3, C, carries -0.154; number 4, N, carries -0.490; number 5, C, carries -0.428; number 6, C, carries -0.651; number 7, O, carries -0.502; number 8, H, carries 0.533

***

Energy comparison, zero being the most stable, in kcal/mol: a 82.8; b 92.5; c 18.9; d 0.0.

***

--- a ---
Entry from the Open Molecules 2025 dataset: one molecule with the formula C17H25N3O4S (ωB97M-V with the def2-TZVPD basis set).

XYZ file:
```
50
C17H25N3O4S | the Open Molecules 2025 dataset | ωB97M-V with the def2-TZVPD basis set
C 4.3340 3.2370 1.4461
H 3.6251 3.5406 2.2138
H 5.3008 3.6768 1.6795
C 4.4372 1.7186 1.3810
H 4.7393 1.3279 2.3543
H 5.2028 1.4426 0.6574
C 3.0921 1.0770 0.9883
N 2.6760 1.5802 -0.3084
C 1.3502 2.0907 -0.4807
H 1.3668 2.7625 -1.3478
C 0.1919 1.0963 -0.7202
N -0.1849 0.3463 0.4598
S -0.3938 -1.2967 0.3440
O -0.0747 -1.8542 1.6242
O 0.2529 -1.8097 -0.8311
C -2.1605 -1.3832 0.0930
C -2.6521 -1.5571 -1.1879
C -4.0181 -1.5926 -1.4293
C -4.8515 -1.4425 -0.3350
C -4.3346 -1.2648 0.9605
C -2.9801 -1.2313 1.2008
H -2.5583 -1.1139 2.1836
O -5.3698 -1.1454 1.8388
C -6.5332 -1.2454 1.1349
O -7.6307 -1.1811 1.6055
N -6.2184 -1.4273 -0.1982
C -7.2036 -1.5816 -1.2324
H -8.1830 -1.5195 -0.7601
H -7.0938 -2.5510 -1.7211
H -7.1040 -0.7881 -1.9746
H -4.4117 -1.7340 -2.4224
H -1.9427 -1.6795 -1.9902
H 0.2862 0.6113 1.3083
H 0.4637 0.3792 -1.4980
H -0.6850 1.6621 -1.0619
H 1.1011 2.6956 0.3972
C 3.3147 0.9593 -1.4492
C 3.3192 -0.5720 -1.4168
C 3.9501 -1.0439 -0.1117
C 3.1651 -0.4592 1.0584
H 3.6226 -0.7500 2.0059
H 2.1577 -0.8803 1.0359
H 4.9940 -0.7251 -0.0657
H 3.9275 -2.1335 -0.0563
H 3.8829 -0.9463 -2.2736
H 2.3040 -0.9656 -1.4784
H 4.3565 1.3058 -1.4816
H 2.8210 1.3186 -2.3547
H 2.3552 1.4207 1.7259
H 3.9935 3.6261 0.4902
```

Summary:
molecular weight: 367.47 g mol⁻¹
SMILES: CC[C@@H]1CCCCN1CCNS(=O)(=O)c1ccc2c(c1)oc(=O)n2C
net charge: 0
multiplicity: 1

These are the natural (NBO) partial charges, in e, on atoms 1 to 8: number 1, C, carries -0.607; number 2, H, carries 0.195; number 3, H, carries 0.208; number 4, C, carries -0.405; number 5, H, carries 0.200; number 6, H, carries 0.197; number 7, C, carries -0.025; number 8, N, carries -0.487

***

--- b ---
Entry from the Open Molecules 2025 dataset: one molecule with the formula C17H25N3O4S (ωB97M-V with the def2-TZVPD basis set).

XYZ file:
```
50
C17H25N3O4S | the Open Molecules 2025 dataset | ωB97M-V with the def2-TZVPD basis set
C 4.3340 4.3598 0.2021
C 3.9687 2.9182 0.0190
C 4.6498 1.9303 0.7250
C 4.3328 0.5954 0.5560
C 3.3248 0.2502 -0.3204
C 2.6400 1.2079 -1.0373
C 2.9638 2.5423 -0.8640
H 2.4284 3.3003 -1.4174
H 1.8586 0.8937 -1.7105
S 2.9439 -1.4720 -0.5596
O 1.6700 -1.6137 -1.2133
O 4.0857 -2.1011 -1.1648
N 2.8545 -2.1053 0.9995
H 3.4810 -2.8900 1.0919
C 1.5207 -2.3452 1.5012
C 0.6875 -1.1142 1.1510
O 1.1336 0.0129 1.2477
N -0.5742 -1.3714 0.7839
C -1.4410 -0.3376 0.2789
H -1.6098 0.4113 1.0602
H -0.9671 0.1519 -0.5805
C -2.7509 -1.0037 -0.1373
O -2.8870 -2.2099 -0.0161
N -3.7084 -0.2131 -0.6508
C -3.6746 1.2267 -0.7593
H -2.6770 1.6071 -0.5515
C -4.6962 1.8459 0.1979
H -4.6771 2.9318 0.0951
C -6.0990 1.3100 -0.0978
C -7.1212 1.8816 0.8794
H -6.8719 1.5988 1.8997
H -8.1161 1.5057 0.6534
H -7.1420 2.9673 0.8197
C -6.0701 -0.2186 -0.0347
C -5.0048 -0.7759 -0.9771
H -4.9296 -1.8599 -0.8839
H -5.2478 -0.5199 -2.0141
H -7.0440 -0.6264 -0.3084
H -5.8437 -0.5358 0.9852
H -6.3784 1.6116 -1.1141
H -4.4225 1.5964 1.2252
H -3.9365 1.4948 -1.7904
H -0.9214 -2.3075 0.6048
H 1.0623 -3.2432 1.0685
H 1.5664 -2.4472 2.5906
H 4.8475 -0.1809 1.0984
H 5.4316 2.2148 1.4143
H 5.2700 4.5749 -0.3135
H 4.4745 4.5891 1.2562
H 3.5643 5.0122 -0.2014
```

Summary:
molecular weight: 367.47 g mol⁻¹
SMILES: Cc1ccc(S(=O)(=O)NCC(=O)NCC(=O)N2CCC(C)CC2)cc1
net charge: 0
multiplicity: 1

These are the natural (NBO) partial charges, in e, on atoms 1 to 8: number 1, C, carries -0.628; number 2, C, carries 0.000; number 3, C, carries -0.205; number 4, C, carries -0.198; number 5, C, carries -0.217; number 6, C, carries -0.198; number 7, C, carries -0.209; number 8, H, carries 0.209

***

Energy comparison, zero being the most stable, in kcal/mol: a 13.6; b 0.0.